(1)
A structure of composition C32H65F6N7O12S2 at a distorted geometry. Source: the OMol25 dataset; level of theory: ωB97M-V/def2-TZVPD.

Cartesian coordinates (Å):
C 19.0549 -8.8446 -28.0810
N 18.5715 -7.4918 -28.4500
C 19.7126 -6.7413 -28.9729
C 17.5014 -7.5996 -29.4522
C 18.1137 -6.8488 -27.1807
C 17.0410 -7.4881 -26.3309
O 15.9384 -7.9933 -27.0366
H 18.2434 -9.4420 -27.6880
H 19.8555 -8.7789 -27.3467
H 19.4472 -9.3470 -28.9640
H 19.4681 -5.6779 -29.0723
H 20.0167 -7.0948 -29.9512
H 20.5104 -6.7580 -28.2331
H 17.0772 -6.6085 -29.5987
H 16.7621 -8.3209 -29.1537
H 17.9573 -7.9141 -30.3928
H 17.8598 -5.8201 -27.4775
H 18.9902 -6.6426 -26.5593
H 16.7344 -6.6825 -25.6428
H 17.4814 -8.2479 -25.6693
H 15.4611 -8.6201 -26.4323
C 13.2288 -7.5862 -24.0630
F 14.2084 -6.8120 -24.5103
F 13.5110 -8.0391 -22.8596
F 12.1085 -6.8447 -24.0189
S 12.9044 -8.9674 -25.2469
O 11.9163 -9.8020 -24.6491
O 12.5519 -8.3677 -26.4947
N 14.4425 -9.5639 -25.3150
S 14.4492 -11.0699 -24.8360
O 13.9621 -11.3222 -23.5142
O 13.9853 -11.9306 -25.8901
C 16.2361 -11.3775 -24.5705
F 16.3976 -12.5651 -24.0227
F 16.9325 -11.2998 -25.7166
F 16.7394 -10.4535 -23.7339
C 11.5753 -11.2920 -20.7856
O 10.3711 -11.2706 -20.5997
N 12.4883 -11.0563 -19.8202
C 12.0788 -10.6104 -18.5112
C 13.9029 -11.0952 -20.0526
H 12.0318 -11.5663 -21.7496
H 12.5825 -9.6770 -18.2574
H 12.3493 -11.3538 -17.7468
H 10.9990 -10.5334 -18.4615
H 14.1495 -11.4373 -21.0521
H 14.3178 -10.0904 -19.9056
H 14.3465 -11.7220 -19.2728
C 15.8960 -10.9937 -29.0213
O 16.8531 -11.5062 -29.5896
N 14.8279 -10.4340 -29.6268
C 13.6585 -10.0769 -28.8513
C 14.6413 -10.4856 -31.0541
H 15.8770 -10.8997 -27.9257
H 12.8454 -10.7753 -29.0145
H 13.4007 -9.0290 -29.0621
H 13.9198 -9.8958 -27.8095
H 13.7594 -11.0676 -31.3044
H 14.5367 -9.4565 -31.4264
H 15.5453 -10.8332 -31.5491
C 10.2660 -15.6918 -25.9940
O 10.0446 -16.7091 -25.4028
N 11.3326 -14.8897 -25.7804
C 12.2315 -15.1445 -24.7135
C 11.5705 -13.6890 -26.5675
H 9.6151 -15.3063 -26.7971
H 12.3042 -16.2141 -24.5398
H 12.0159 -14.5777 -23.8040
H 13.2371 -14.8138 -25.0088
H 10.7622 -13.5282 -27.2819
H 11.8427 -12.8102 -25.9976
H 12.4298 -13.9130 -27.2165
C 9.3123 -8.4720 -26.6750
C 7.9644 -8.8918 -26.1589
O 7.4265 -8.3078 -25.2564
C 7.3422 -10.1232 -26.7752
H 9.5966 -7.5297 -26.2097
H 9.3055 -8.3607 -27.7583
H 10.0325 -9.2126 -26.3235
H 7.9520 -10.4918 -27.6015
H 6.3596 -9.8768 -27.1870
H 7.1425 -10.8965 -26.0340
C 10.2513 -7.7775 -21.8399
C 9.2725 -7.9465 -20.7042
O 9.6358 -7.7264 -19.5764
C 7.8852 -8.4329 -21.0168
H 10.3209 -6.7182 -22.0789
H 9.9458 -8.3680 -22.7065
H 11.2295 -8.1679 -21.5628
H 7.9043 -9.2455 -21.7392
H 7.2462 -7.6324 -21.3919
H 7.4562 -8.8083 -20.0879
C 19.5943 -8.7106 -22.5450
C 20.4262 -8.1718 -23.6750
O 20.3306 -8.6090 -24.7951
C 21.3706 -7.0417 -23.3413
H 19.1157 -7.8676 -22.0370
H 20.1745 -9.2513 -21.7996
H 18.8019 -9.3397 -22.9460
H 20.8737 -6.2990 -22.7196
H 21.8238 -6.6367 -24.2375
H 22.1416 -7.4902 -22.7020
C 15.4150 -14.2313 -27.7710
C 16.3962 -14.8859 -28.6948
O 16.0373 -15.7076 -29.5074
C 17.8332 -14.5461 -28.4834
H 14.5556 -13.9180 -28.3652
H 15.8175 -13.3712 -27.2424
H 15.0522 -14.9623 -27.0468
H 18.0929 -14.7437 -27.4345
H 18.0363 -13.4822 -28.6480
H 18.5535 -15.0872 -29.0940
C 17.0481 -14.3977 -20.9215
C 17.4210 -15.7532 -21.2863
N 17.7396 -16.7970 -21.6223
H 16.3273 -14.0614 -21.6723
H 17.8982 -13.7232 -20.9645
H 16.5643 -14.3473 -19.9508
C 9.2940 -12.3098 -23.7330
C 7.8852 -12.1061 -23.4759
N 6.7723 -11.9437 -23.2829
H 9.5467 -12.5837 -24.7542
H 9.7675 -12.9650 -23.0036
H 9.8365 -11.3750 -23.5412

Results
HOMO energy = -8.8 eV
Charge = 0
LUMO level = -0.72 eV
DFT total energy = -3939.954883 Ha
Molecular weight = 918.03 g mol⁻¹

---

(2)
The ion C6H14NO with charge +1 at a distorted geometry. Source: the OMol25 dataset; level of theory: ωB97M-V/def2-TZVPD.

Cartesian coordinates (Å):
C 0.7618 -0.1622 -2.1794
C 0.4578 1.0869 -1.3554
C 1.0945 1.2715 0.0235
C -1.6929 -0.2118 2.2395
O -1.2217 -1.5680 2.0496
C -0.9394 0.6156 1.1956
C 0.3667 0.4330 1.0527
N 0.5632 -1.3909 -1.3657
H 1.6702 -0.1282 -2.7793
H -0.0098 -0.1460 -2.9521
H 0.4865 1.9471 -2.0248
H -0.6133 0.9851 -1.2484
H 1.0188 2.3328 0.2632
H 2.1662 1.0894 -0.0418
H -2.7443 -0.1929 1.9519
H -1.5331 0.0994 3.2660
H -1.0586 -1.9626 2.9110
H -1.4886 1.4458 0.7669
H 0.8790 -0.4082 1.4999
H 1.4715 -1.5805 -0.9184
H 0.3893 -2.2760 -1.8255
H -0.0238 -1.2794 -0.5290

Results
SMILES = [NH3+]CCC/C=C/CO
HOMO energy = -13.1 eV
Charge = +1
LUMO level = -3.33 eV
DFT total energy = -366.715309 Ha
Molecular weight = 116.18 g mol⁻¹

---

(3)
A cluster of 3 separate species, C20H51ClN2O4P in total. Source: the OMol25 dataset; level of theory: ωB97M-V/def2-TZVPD.

Cartesian coordinates (Å):
C -0.8926 2.7170 4.0053
C -1.0469 1.2408 3.6148
C -0.1392 0.7685 2.4936
O -0.7000 1.0862 1.2487
C 0.0947 1.8172 0.3183
P 0.3067 0.8112 -1.2667
Cl 0.1970 2.8733 -2.4697
C 0.3915 -0.8861 -0.4506
C -0.9364 -1.6408 -0.3289
O 2.0380 1.0670 -1.1279
C 2.8761 0.5653 -2.1236
C 4.3105 0.3590 -1.5913
C 5.2619 1.4509 -2.1116
C 4.8618 -1.0595 -1.8803
C 3.7942 -2.1307 -1.6353
C 6.1003 -1.3619 -1.0410
H -1.8451 3.2493 3.9681
H -0.2028 3.2343 3.3298
H -0.5016 2.8273 5.0208
H -0.8553 0.6094 4.4922
H -2.0728 1.0505 3.2835
H 0.0201 -0.3153 2.5726
H 0.8491 1.2442 2.5802
H 1.0728 2.0469 0.7473
H -0.4167 2.7495 0.0707
H 0.5072 0.2798 -2.5909
H -1.1215 0.7504 -1.4314
H 1.0915 -1.4859 -1.0458
H 0.8578 -0.7903 0.5364
H -1.2203 -2.1058 -1.2825
H -1.7459 -0.9699 -0.0354
H -0.8899 -2.4524 0.4096
H 2.4804 -0.3740 -2.5188
H 2.8906 1.2682 -2.9720
H 4.2345 0.4624 -0.4992
H 6.2759 1.0696 -2.2756
H 5.3465 2.2925 -1.4206
H 4.9064 1.8498 -3.0637
H 5.1450 -1.0912 -2.9440
H 4.2410 -3.1195 -1.4679
H 3.1983 -1.8709 -0.7535
H 3.1127 -2.2465 -2.4770
H 6.7208 -2.1292 -1.5096
H 5.8046 -1.7370 -0.0533
H 6.7187 -0.4768 -0.8754
C -6.6770 2.1092 5.6650
C -5.5697 1.4204 4.8743
C -4.3554 1.0310 5.7218
O -3.5135 2.1094 6.0704
C -3.8870 2.8568 7.2037
N -5.2281 2.2450 3.7179
H -6.4120 3.1433 5.8901
H -7.5937 2.1291 5.0774
H -6.8770 1.5932 6.6063
H -5.9733 0.4790 4.4856
H -3.7283 0.3568 5.1343
H -4.6722 0.4955 6.6288
H -4.3426 2.2153 7.9672
H -4.5872 3.6632 6.9664
H -2.9781 3.2987 7.6111
H -4.5991 1.7454 3.0975
H -4.7007 3.0516 4.0381
C 0.7571 -3.6590 -4.0909
C 0.7127 -2.1678 -4.4074
C -0.4586 -1.7472 -5.2927
O -0.3269 -2.0966 -6.6644
C -0.7226 -3.4049 -6.9963
N 2.0100 -1.7467 -4.9299
H 1.1170 -4.2360 -4.9457
H 1.4431 -3.8366 -3.2625
H -0.2284 -4.0356 -3.8093
H 0.5727 -1.6313 -3.4674
H -0.5317 -0.6586 -5.2710
H -1.3992 -2.1569 -4.8994
H -1.5843 -3.7200 -6.3961
H 0.0775 -4.1383 -6.8565
H -1.0104 -3.4011 -8.0482
H 2.0316 -0.7321 -4.9804
H 2.1158 -2.0710 -5.8861

Results
HOMO energy = -4.6 eV
Charge = -1
LUMO level = 2.38 eV
DFT total energy = -2004.610722 Ha
Molecular weight = 450.06 g mol⁻¹

---

> The highest molecular weight belongs to which entry?

C32H65F6N7O12S2

---

> Among the records above, which one has the highest DFT total energy?

C6H14NO